{"formula": "C3H7O2S2", "method": "ωB97M-V/def2-TZVPD", "homo_lumo_gap_ev": 6.59, "total_charge": -1, "elements": ["C", "C", "C", "O", "O", "S", "S", "H", "H", "H", "H", "H", "H", "H"], "xyz": [[0.49205, 1.08015, 0.47903], [-0.46850, -0.37816, -1.46726], [0.20091, -0.28250, -0.08689], [-0.86477, -0.58214, 2.52054], [-2.32567, -0.03305, 0.68721], [1.64468, -1.41406, 0.19266], [-1.26458, -0.97479, 1.14115], [0.02682, 1.05164, 1.41033], [0.15491, 1.86877, -0.12127], [1.51011, 1.21614, 0.62898], [-0.41607, -1.27633, -1.91378], [-1.41863, -0.06653, -1.28014], [-0.01440, 0.31519, -2.11355], [2.74313, -0.52433, -0.07700]], "atomic_forces_ev_per_a": [[-0.3, -1.3, -1.0], [2.7, 2.2, 2.3], [-0.1, -1.4, 0.4], [0.6, -0.3, -0.3], [-0.3, -0.1, -0.4], [0.9, 1.2, -0.6], [0.0, 0.2, 0.2], [-0.8, 0.7, 1.9], [-0.9, 1.2, -0.9], [2.0, 0.3, 0.3], [0.1, -3.4, -1.2], [-3.0, 0.7, 0.1], [0.8, 1.1, -1.1], [-1.6, -1.1, 0.2]]}

=====

{"formula": "C35H47As3N3O3Ti", "method": "ωB97M-V/def2-TZVPD", "homo_lumo_gap_ev": [5.24, 7.54], "total_charge": 1, "spin_multiplicity": 3, "elements": ["Ti", "C", "C", "C", "C", "N", "C", "C", "C", "C", "C", "C", "N", "C", "C", "C", "C", "C", "N", "H", "H", "H", "H", "H", "H", "H", "H", "H", "H", "H", "C", "O", "C", "C", "C", "C", "C", "C", "O", "C", "O", "C", "H", "H", "H", "H", "H", "H", "H", "H", "H", "C", "As", "C", "C", "C", "C", "C", "As", "C", "C", "C", "As", "C", "C", "H", "H", "H", "H", "H", "H", "H", "H", "H", "H", "H", "H", "H", "H", "H", "H", "H", "H", "H", "H", "H", "H", "H", "H", "H", "H", "H"], "xyz": [[-0.78073, 1.40159, -0.52022], [3.49491, 2.20347, 0.29944], [4.01905, 2.38669, -0.98489], [3.17901, 2.34077, -2.07161], [1.81192, 2.11256, -1.86863], [1.33106, 1.84159, -0.63350], [2.15528, 1.91871, 0.42225], [0.79774, 2.22405, -2.90525], [1.02051, 2.59920, -4.22028], [-0.04849, 2.79564, -5.07930], [-1.35251, 2.59435, -4.60088], [-1.54456, 2.18927, -3.30398], [-0.48558, 2.01480, -2.44409], [-2.83645, 1.82174, -2.70923], [-4.06660, 2.00486, -3.34114], [-5.21455, 1.57754, -2.70983], [-5.12189, 0.96655, -1.45947], [-3.87513, 0.82207, -0.89388], [-2.75230, 1.24056, -1.49521], [4.11029, 2.26730, 1.18444], [5.07410, 2.57791, -1.12292], [3.55744, 2.50620, -3.06921], [1.70508, 1.72714, 1.39000], [2.02930, 2.75726, -4.57478], [0.11697, 3.10063, -6.10122], [-2.19303, 2.73486, -5.26466], [-4.11328, 2.48005, -4.30885], [-6.17591, 1.71610, -3.18478], [-5.99363, 0.61308, -0.92974], [-3.74268, 0.35360, 0.07387], [-0.98288, 7.36672, 2.85954], [-1.33114, 6.33808, 3.77848], [-1.43486, 5.08597, 3.31560], [-1.82215, 4.13046, 4.29027], [-1.95561, 2.83185, 3.91962], [-1.69362, 2.39328, 2.58964], [-1.83302, 1.01804, 2.26119], [-2.52261, 0.05645, 3.18745], [-1.40103, 0.53489, 1.17377], [-1.32646, 3.37277, 1.62344], [-1.14801, 3.06862, 0.36663], [-1.19720, 4.72046, 2.00786], [-0.99995, 8.28883, 3.43151], [-1.71051, 7.41879, 2.04741], [0.01773, 7.19513, 2.45740], [-2.00147, 4.46656, 5.29991], [-2.24914, 2.10787, 4.66700], [-3.47448, 0.45041, 3.53835], [-1.90330, -0.13565, 4.06632], [-2.67194, -0.88784, 2.66929], [-0.92271, 5.43029, 1.24233], [-1.82270, -2.39071, -1.25258], [-0.30509, -1.20574, -1.53982], [-0.45661, -1.05749, -3.47876], [1.26751, -2.39129, -1.60089], [1.79142, -3.31164, -0.47438], [2.86205, -4.17547, -1.16134], [2.47629, -2.52100, 0.64911], [1.42411, -1.23989, 1.71600], [0.50714, -2.38470, 3.01684], [2.91748, -0.74130, 2.87680], [0.64952, -4.20648, 0.02360], [0.80073, -5.75323, 1.27899], [1.37511, -7.11306, -0.01306], [2.50710, -5.63537, 2.24840], [-1.64367, -3.35925, -1.71975], [-2.69664, -1.92807, -1.71326], [-2.01955, -2.52861, -0.19098], [-0.52296, -2.05636, -3.91242], [0.41352, -0.53860, -3.88049], [-1.34944, -0.49030, -3.73881], [2.08118, -1.73541, -1.93365], [1.02989, -3.02896, -2.46034], [3.62788, -3.54150, -1.61233], [2.42151, -4.78697, -1.95023], [3.35720, -4.84166, -0.46037], [3.26719, -1.90778, 0.20166], [2.97462, -3.20187, 1.34147], [1.06963, -3.28948, 3.23916], [-0.48856, -2.65911, 2.67568], [0.40880, -1.81499, 3.94249], [3.31281, -1.61912, 3.39041], [2.58923, -0.01082, 3.61611], [3.70960, -0.29874, 2.27457], [0.19602, -4.68791, -0.85062], [-0.13971, -3.58826, 0.45332], [0.60416, -7.22337, -0.77486], [1.47921, -8.06446, 0.50679], [2.32097, -6.85964, -0.48817], [2.47319, -4.87357, 3.02507], [3.37976, -5.47813, 1.62114], [2.60912, -6.60182, 2.74402]], "atomic_forces_ev_per_a": [[0.1, 0.2, -0.5], [-0.1, 0.0, 0.0], [0.0, 0.0, 0.0], [-0.1, 0.0, 0.1], [0.0, 0.1, -0.3], [-0.1, -0.1, -0.2], [0.1, -0.1, 0.0], [-0.1, 0.0, 0.1], [0.1, 0.0, 0.0], [-0.1, 0.0, 0.1], [0.0, 0.0, 0.0], [0.0, -0.1, 0.1], [0.1, 0.0, 0.0], [0.2, 0.0, -0.3], [0.0, -0.1, 0.1], [0.0, 0.0, 0.0], [0.1, 0.0, 0.0], [0.0, 0.0, 0.0], [0.2, 0.0, 0.0], [0.1, 0.0, 0.0], [0.0, 0.0, 0.0], [0.0, 0.0, 0.0], [0.0, 0.0, 0.0], [0.0, 0.0, 0.0], [0.0, 0.0, 0.0], [0.0, 0.0, 0.0], [0.0, 0.0, 0.0], [0.0, 0.0, 0.0], [0.0, 0.0, 0.0], [0.0, 0.0, 0.0], [0.0, 0.0, 0.0], [-0.1, 0.0, 0.0], [0.0, 0.1, 0.1], [0.0, -0.1, -0.2], [0.0, 0.1, 0.0], [-0.1, 0.0, 0.3], [0.0, 0.1, -0.1], [0.2, -0.1, 0.1], [-0.4, 0.0, 0.3], [0.0, 0.0, -0.2], [0.0, 0.0, 0.4], [0.0, -0.1, 0.1], [0.0, 0.0, 0.0], [0.0, 0.0, 0.0], [0.0, 0.0, 0.0], [0.0, 0.0, 0.0], [0.0, 0.0, 0.0], [0.0, 0.0, 0.0], [0.0, 0.0, 0.0], [0.0, 0.0, 0.0], [0.0, 0.0, 0.0], [0.0, -0.1, 0.0], [-0.1, 0.3, 0.2], [0.0, -0.1, 0.0], [0.0, -0.1, -0.2], [0.0, 0.0, 0.0], [0.0, 0.1, 0.0], [0.0, -0.1, 0.0], [-0.1, 0.1, -0.2], [0.1, -0.1, 0.1], [0.1, -0.1, 0.0], [0.0, 0.0, 0.0], [-0.1, 0.0, 0.0], [0.0, 0.0, 0.0], [0.0, 0.0, 0.0], [-0.1, 0.0, 0.0], [0.0, 0.0, 0.0], [0.0, 0.0, 0.0], [0.0, 0.1, 0.0], [0.0, 0.0, 0.0], [0.0, 0.0, 0.0], [0.0, 0.0, 0.0], [0.1, 0.0, 0.1], [0.0, 0.0, 0.0], [0.0, 0.0, 0.0], [0.0, 0.0, 0.1], [0.0, 0.0, 0.0], [0.0, 0.0, 0.0], [0.0, 0.0, 0.0], [0.0, 0.0, 0.0], [0.0, 0.0, 0.0], [0.0, 0.0, 0.0], [0.0, 0.0, 0.0], [0.0, 0.0, 0.0], [0.0, 0.0, 0.0], [0.0, 0.1, 0.1], [0.0, 0.0, 0.0], [0.0, 0.0, 0.0], [0.0, 0.0, 0.0], [0.0, 0.0, 0.0], [0.0, 0.0, -0.1], [0.0, 0.0, 0.0]]}

=====

{"formula": "C5H20N2O4", "method": "ωB97M-V/def2-TZVPD", "homo_lumo_gap_ev": 9.85, "smiles": "C=NCC[C@@H](C)N.O.O.O.O", "total_charge": 0, "elements": ["C", "C", "C", "C", "C", "N", "N", "H", "H", "H", "H", "H", "H", "H", "H", "H", "H", "H", "H", "H", "H", "O", "H", "H", "O", "H", "H", "O", "H", "H", "O"], "xyz": [[-0.16216, -0.78907, -2.24789], [-1.02155, -0.39763, -1.06218], [-1.25383, -1.55102, -0.05575], [-1.16918, -1.09689, 1.40061], [1.08756, -1.18479, 1.94898], [0.10153, -0.43784, 1.71957], [-2.33328, 0.14933, -1.52667], [-0.05296, 0.15288, -2.79385], [-0.58859, -1.50012, -2.95459], [0.81693, -1.11160, -1.91749], [-0.56797, 0.40623, -0.49703], [-2.28947, -1.88514, -0.14526], [-0.66158, -2.45070, -0.23060], [-1.96211, -0.39024, 1.61519], [-1.34734, -1.93731, 2.07404], [1.09702, -2.26844, 2.08813], [2.03688, -0.68339, 2.11309], [-3.14336, -0.31606, -1.13949], [-2.36381, -0.03450, -2.52470], [0.71874, 3.61684, -0.03489], [0.50973, 3.49141, 1.34188], [1.27986, 3.58935, 0.75394], [2.34571, -1.02989, 0.07143], [3.59937, -1.28315, -0.73927], [2.85147, -1.74341, -0.34828], [2.12527, 1.38005, 0.80319], [2.19618, 1.62342, -0.69420], [1.74862, 1.08911, -0.03223], [-0.49066, 1.81765, 1.16861], [-1.94168, 2.26728, 0.66911], [-1.16532, 2.50763, 1.17658]], "atomic_forces_ev_per_a": [[0.1, 1.2, 0.0], [-1.3, -1.0, 0.6], [-0.6, 0.1, 0.3], [0.3, -0.1, 0.4], [0.3, 0.5, 0.8], [-0.3, -0.4, -0.5], [0.5, 0.1, -0.6], [0.4, -0.1, -0.3], [-0.2, -0.3, 0.3], [0.2, -0.2, 0.0], [0.6, 0.0, -0.2], [-0.1, -0.2, -0.3], [0.4, 0.2, 0.0], [-0.2, 0.3, -0.1], [0.1, -0.2, 0.0], [-0.3, -0.1, -0.3], [0.2, -0.1, 0.1], [0.2, -0.2, 0.2], [-0.3, 0.2, 0.0], [0.6, 0.0, -0.4], [0.6, 0.2, 0.5], [-0.9, 0.5, 0.1], [0.1, 0.1, -0.4], [0.0, 0.0, -0.1], [-0.1, 0.0, 0.2], [-0.2, 0.4, 0.0], [0.0, 0.1, 0.0], [0.3, -0.8, -0.4], [-0.4, -0.6, -0.3], [0.2, -0.4, -0.2], [0.0, 0.7, 0.5]]}

=====

Sequential energy relative to the best compared isomer or geometry (same formula, charge and spin) output: 1.8103, 0.3140, 1.3246 eV
Sequential largest force on an atom output: 4.15, 0.52, 1.75 eV/Å